1.
ORCA calculation (ωB97M-V with the def2-TZVPD basis set) on the molecule C23H14F6N2O2.

The structure (SMILES) is N#C[C@@H](c1ccc([N+](=O)[O-])cc1)C(c1ccc(C(F)(F)F)cc1)c1ccc(C(F)(F)F)cc1. The HOMO energy comes out at -10.071 eV. For the HOMO-LUMO gap, the calculation gives 8.788 eV. The value obtained for the energy above the lowest of the compared OMol25 structures with the same formula, charge and spin is 0.0 kJ/mol.

Element x y z (Å)
C -2.5337 -3.3698 5.5901
C -5.3992 -2.3070 5.6812
O 3.5130 -0.8742 2.7038
N 2.7139 0.0867 2.6323
F 1.9120 -4.1824 6.7846
H -4.8529 -3.1178 6.1561
N -4.3693 0.8725 2.2946
H -1.7181 -5.3314 5.9612
F 0.6373 -4.9819 8.3952
O 3.0892 1.2818 2.5976
C -3.2475 -0.9897 5.0383
H -7.5737 0.7432 4.6871
C -9.0017 -1.6026 4.7518
C -4.7687 -1.1441 5.2338
C -1.2384 -1.5179 6.4353
C 0.6713 -4.6970 7.0544
H -7.2621 -3.4013 5.7831
C -6.9666 -0.1256 4.9379
C -0.9494 0.6479 2.9032
H -2.9905 -0.0161 5.4706
F -9.1905 -2.7575 4.0387
C -3.7098 0.1214 2.8951
F -9.5207 -0.5910 3.9927
H -3.1299 -1.8947 3.1275
C -7.5476 -1.3813 5.0843
C -2.8865 -0.9032 3.5530
H -5.1298 0.9776 5.0008
C -5.5847 -0.0167 5.0564
H -1.6545 1.4810 2.8373
C -1.5768 -4.2626 6.0777
C -1.4114 -0.6479 3.1975
H -0.8439 -2.7490 3.2274
F 0.5977 -5.8912 6.3933
H 0.7755 1.8891 2.4349
C 0.4065 0.8941 2.6542
C -0.2578 -2.3929 6.8855
H 1.5626 -2.3178 2.7222
C -2.3440 -2.0016 5.7360
C 1.3154 -0.1805 2.6437
C 0.8553 -1.4999 2.8259
C -0.4943 -1.7234 3.1027
C -0.4288 -3.7541 6.6627
H -3.4284 -3.7726 5.0991
F -9.7780 -1.7040 5.8779
C -6.7905 -2.4599 5.5451
H 0.6368 -2.0146 7.3633
H -1.1287 -0.4441 6.6061

Cartesian forces, eV/Å:
0.1 -0.6 0.0
-0.8 -0.4 -0.3
-1.7 1.7 -0.2
3.4 0.7 -0.1
-1.0 -0.4 0.3
-0.1 0.2 -0.4
1.4 -1.3 1.2
0.1 0.1 0.0
0.1 0.2 -1.0
-0.8 -2.3 0.0
-0.1 0.4 1.6
0.2 -0.2 0.1
-0.8 0.0 -0.1
0.0 0.2 0.8
0.2 -0.1 0.1
0.8 -0.7 0.4
0.0 0.0 0.0
0.2 -0.2 0.0
0.2 -0.2 0.0
0.0 0.0 0.0
0.2 0.9 0.7
-1.4 0.9 -1.7
0.4 -0.8 0.7
-0.2 0.5 -0.1
-0.1 -0.3 -0.1
0.3 -0.5 -1.0
-0.1 -0.4 -0.3
0.1 0.3 -0.2
0.3 -0.3 0.2
-0.3 0.4 -0.3
0.8 0.1 -0.1
0.1 0.3 0.1
0.0 0.9 0.6
-0.1 -0.1 0.2
0.1 -0.7 -0.1
-0.4 0.1 -0.2
-0.2 0.1 0.2
-0.5 0.4 -0.3
-2.3 -0.3 0.7
-0.1 0.6 -0.2
-0.2 0.5 -0.1
0.4 -0.3 0.0
0.7 0.2 0.0
0.5 0.1 -0.9
0.6 0.8 0.0
0.0 -0.1 0.0
0.0 -0.3 -0.2



2.
ORCA calculation (ωB97M-V with the def2-TZVPD basis set) on a structure of composition C23H14N5O7V.

Its total charge is -1. The HOMO energy (alpha / beta) comes out at -4.238 / -3.301 eV. As for the multiplicity: 2. For the HOMO-LUMO gap (alpha / beta), the calculation gives 6.238 / 5.310 eV.

Element x y z (Å)
O 1.0707 2.4037 3.8106
H 5.6368 -0.3824 -0.2119
N -1.7104 1.7603 0.1094
N -2.6398 -0.0830 3.1104
H -3.6410 -0.0448 4.9618
C -1.7210 1.0985 4.7103
H -2.8030 -1.9780 -3.5249
H -1.8612 -4.0210 -4.5574
C 0.2850 -1.9007 -2.1213
C 2.5599 -0.9034 -1.5306
O 0.1191 -1.4115 1.0800
O 0.5245 0.1908 -0.8938
C 0.8043 -3.0590 -2.6960
C 2.8657 -0.6741 -2.8693
V -0.6421 0.3770 0.8337
C -2.7901 0.2965 4.3942
C -0.9431 1.1529 3.5205
H 1.8094 -3.3695 -2.4385
H -3.1812 1.0362 6.6044
H 2.0888 -0.7597 -3.6204
O 0.5813 1.5293 1.7933
C -1.7907 -2.2872 -3.2966
O -0.5234 2.3994 6.3096
C -2.2162 2.7948 -0.1299
C -1.4739 1.7427 6.0255
C 0.3590 1.7827 3.0676
N -1.5324 0.4312 2.5639
H 6.1704 0.0089 -2.5982
C -2.4204 4.7914 -1.5154
C -1.0213 -1.5290 -2.4201
C -2.8434 3.9869 -0.4129
C 4.1596 -0.3486 -3.2556
H 4.3823 -0.1732 -4.3005
N -4.8650 4.7120 1.0241
C -1.2637 -3.4310 -3.8735
C 1.1175 -1.1174 -1.1115
H 0.4646 0.6755 -1.7256
H 3.3429 -0.9556 0.4667
H -1.4497 -0.6393 -1.9797
C 4.8611 -0.4672 -0.9631
H 0.4532 -4.7156 -4.0025
H -3.2510 -0.6522 2.5523
O -2.4458 1.5385 6.9709
C 0.0362 -3.8164 -3.5652
O 1.6545 -2.8962 0.3643
N -2.0810 5.4409 -2.4071
C -3.9546 4.3987 0.3875
C 5.1609 -0.2472 -2.3013
C 3.5688 -0.7901 -0.5782
C 0.9888 -1.8953 0.2401

Cartesian forces, eV/Å:
0.2 0.2 0.0
0.0 0.0 0.0
-1.3 0.9 -0.5
-0.1 0.0 -0.1
0.0 0.0 0.0
0.2 0.2 0.1
0.0 0.0 0.0
0.0 0.0 0.0
0.0 0.0 0.1
0.0 0.1 0.0
0.3 -0.9 -0.5
0.2 -0.4 -0.2
0.0 -0.1 0.0
0.0 0.0 0.0
2.0 0.5 -0.5
-0.1 -0.1 0.0
0.1 0.0 -0.2
0.0 0.0 0.0
0.0 0.1 0.0
0.0 0.0 0.0
-0.1 -0.2 0.5
0.0 0.0 0.0
0.0 0.0 0.0
0.0 -0.1 -0.2
0.0 0.0 0.0
-0.2 -0.2 -0.3
-0.6 0.0 1.5
0.0 0.0 0.0
-0.1 -0.2 0.3
0.0 0.0 -0.1
-0.1 0.1 0.0
0.0 0.0 0.0
0.0 0.0 0.0
0.0 0.0 0.0
0.0 0.0 0.0
-0.1 0.1 0.0
0.0 0.0 0.0
0.0 0.0 0.0
0.0 0.1 0.0
0.0 0.0 0.0
0.0 0.0 0.0
0.0 0.0 0.0
0.0 -0.1 -0.1
0.0 0.0 0.0
0.1 -0.2 0.2
0.0 0.0 0.0
0.2 -0.1 -0.2
0.0 0.0 0.0
0.0 0.0 0.0
-0.5 0.4 0.1



3.
ORCA calculation (ωB97M-V with the def2-TZVPD basis set) on a structure of composition C23H14N5O7V.

Its total charge is -1. The HOMO energy (alpha / beta) comes out at -4.886 / -5.843 eV. As for the multiplicity: 4. For the HOMO-LUMO gap (alpha / beta), the calculation gives 7.264 / 8.215 eV. The value obtained for the energy above the lowest of the compared OMol25 structures with the same formula, charge and spin is 0.0 kJ/mol.

Element x y z (Å)
C -1.2419 -0.9376 -2.5324
N -5.1710 3.7302 -0.0165
H 0.9284 -4.7426 -4.2324
O 3.6221 0.4463 1.6043
H 0.0891 0.5981 -2.5756
C -1.9753 2.5398 0.7135
C -4.0917 3.7126 0.3959
C 1.5023 -0.0316 2.5202
C 1.6900 -0.1834 3.9004
H -5.0318 -0.4072 -5.1825
C 0.9774 -3.0615 -5.5665
O -0.2268 -0.0499 -1.9367
C 0.6260 -3.7145 -4.3929
O -1.5350 -1.3881 -0.1856
C 2.9035 -0.1101 4.7615
V -0.1790 0.0523 0.2065
C 0.4408 -0.4883 4.3862
H 0.8420 -1.2228 -6.6764
O 4.0454 0.1752 4.1520
C -1.8077 -1.8050 -1.3857
H 3.9060 0.3359 3.1838
C -0.5206 -1.7453 -3.6038
H -0.4025 -3.5857 -2.5133
O 2.8220 -0.2816 5.9522
C -4.3565 0.0500 -4.4694
N 0.2316 -0.2162 2.1967
C -0.1173 -3.0623 -3.4147
H 1.5549 -3.5761 -6.3248
H -1.3892 -0.6728 3.3238
C 0.5798 -1.7442 -5.7638
H -3.9333 2.9008 -2.6879
H 0.1112 -0.6902 5.3916
H -1.9880 1.6353 -1.8850
H -0.4987 -0.0801 -4.9555
H -5.4629 1.8940 -4.3527
N -1.3219 1.6039 0.5211
C -2.1711 4.8185 1.5684
C 2.4149 0.4132 1.3892
C -0.1662 -1.0997 -4.7868
N -0.3980 -0.4954 3.3435
C -2.3871 -0.0932 -3.0883
C -2.6341 1.1923 -2.6275
N -1.6876 5.7232 2.0982
C -4.5983 1.3412 -4.0066
C -2.7548 3.6879 0.9081
O -2.4761 -2.7653 -1.7024
C -3.2616 -0.6645 -4.0102
O 1.7872 0.7164 0.3137
C -3.7382 1.9107 -3.0825
H -3.0881 -1.6791 -4.3477

Cartesian forces, eV/Å:
0.5 0.7 -0.3
0.1 0.0 0.0
0.0 0.0 0.0
0.4 0.2 -0.1
0.0 -0.1 -0.1
-0.6 0.9 0.1
0.6 0.1 0.3
0.2 0.5 -0.5
0.3 -0.2 0.3
0.0 0.0 0.0
0.0 0.1 0.0
-0.3 -0.4 0.1
0.0 0.1 0.0
-0.3 -0.6 -0.8
0.1 0.3 -0.2
0.5 -0.7 -1.2
-0.2 0.0 0.2
0.0 0.0 0.0
-0.2 -0.1 0.7
0.2 0.5 1.0
0.1 -0.1 -0.5
0.0 0.0 0.0
0.0 0.0 0.0
0.0 -0.1 0.1
0.0 0.1 0.0
0.2 -0.2 0.9
0.0 0.0 0.0
0.0 0.0 0.0
0.0 0.0 0.0
0.0 -0.1 0.1
0.0 0.0 0.0
0.1 0.0 0.0
0.0 0.0 0.0
0.0 0.0 0.0
0.0 0.0 0.0
-0.5 0.7 0.2
-0.3 -0.5 -0.4
-0.9 0.0 -0.3
0.0 0.0 -0.1
-0.3 -0.1 -0.2
0.0 -0.2 0.0
-0.1 0.1 0.0
0.0 0.0 0.0
0.0 -0.1 0.0
0.0 -0.1 0.0
-0.2 -0.2 0.0
-0.1 0.0 0.0
0.6 -0.3 0.6
0.1 -0.1 0.0
0.0 0.0 0.0



4.
ORCA calculation (ωB97M-V with the def2-TZVPD basis set) on a structure of composition C23H15AsO6Ti.

Its total charge is +2. The HOMO energy (alpha / beta) comes out at -13.829 / -15.166 eV. As for the multiplicity: 3. For the HOMO-LUMO gap (alpha / beta), the calculation gives 6.276 / 6.698 eV.

Element x y z (Å)
C 1.8746 -0.5106 0.5836
C -1.2126 4.1926 2.1464
C 3.5863 -2.0300 1.3673
H -2.7605 3.1295 3.2368
O -0.1779 0.1865 -7.0014
H 3.8700 -2.9607 1.8595
H 2.5556 1.2646 -0.4507
H 4.9635 0.7456 -0.0939
O 1.8810 -2.3244 -3.3731
C -1.4963 1.8851 -3.3701
O -0.2962 0.1930 -1.0951
C -1.5896 1.8081 2.0017
C 4.5659 -1.1258 0.9297
Ti -0.2087 0.1897 -2.8721
O -2.7451 -1.7663 -3.8069
C 4.1997 0.0531 0.2670
C -1.2456 -1.7782 2.3855
As 0.0305 -0.0406 0.6314
C -3.0724 -3.2895 1.9222
H -3.7587 -3.3664 -0.1316
H -2.1803 -3.0089 3.8894
H 1.4597 -2.4180 1.5102
C 2.2336 -1.7277 1.1781
C -2.1716 -2.7266 2.8362
H -2.1459 0.9128 2.2812
O -2.1758 2.7880 -3.4698
H 0.3802 4.9825 0.9057
O 2.3530 2.2028 -3.4576
H -1.4875 5.1658 2.5487
C 0.1731 2.8464 0.6799
H 0.9705 2.7657 -0.0615
C 1.1298 -1.4398 -3.3496
H -0.5414 -1.3295 3.0774
C -1.9340 3.0555 2.5313
C -3.0480 -2.9176 0.5736
C -0.4983 1.7038 1.1282
H -3.7967 -4.0223 2.2699
C -0.1363 0.2363 -5.8676
C 1.4426 1.4907 -3.3654
H -2.1055 -1.6791 -0.9355
C -0.1694 4.0933 1.2164
C -1.2343 -1.4002 1.0261
H 5.6202 -1.3529 1.0891
C 2.8453 0.3553 0.0759
C -1.8194 -1.0593 -3.5653
C -2.1270 -1.9726 0.1188

Cartesian forces, eV/Å:
0.1 -0.6 0.6
-0.1 -0.3 -0.1
0.0 0.3 -0.3
0.2 0.0 -0.2
0.2 0.1 2.3
-0.1 0.3 -0.2
0.2 -0.1 0.3
-0.3 -0.3 0.1
-2.7 3.2 -0.3
-2.1 2.8 0.0
-0.2 -0.1 0.9
0.3 0.2 0.3
-0.3 -0.1 0.0
1.1 -0.4 -1.5
5.8 4.5 1.4
-0.4 -0.1 -0.1
-0.5 -0.4 -0.4
-0.3 0.3 -2.5
0.2 0.2 0.1
0.4 0.2 0.3
-0.1 0.0 -0.3
0.2 0.1 0.1
0.3 0.2 0.2
0.2 0.2 -0.4
0.1 0.3 0.1
1.4 -1.8 0.0
-0.2 -0.2 0.1
-3.6 -2.8 0.2
0.1 -0.2 0.0
0.2 0.2 0.3
-0.1 0.1 0.3
3.0 -3.3 0.8
0.0 0.0 0.1
0.2 0.0 -0.4
0.0 0.0 0.0
-0.5 0.3 0.9
0.1 0.1 -0.1
-0.4 0.0 -2.3
4.2 2.9 -0.2
-0.1 -0.1 0.5
-0.1 -0.4 -0.2
0.2 -0.4 1.5
-0.3 0.1 0.0
0.3 0.2 0.2
-6.6 -5.3 -1.8
0.1 0.2 -0.2



| no. | largest force on an atom (eV Å⁻¹) | energy (hartree) |
| --- | --- | --- |
| 1 | 3.48 | -1743.98368 |
| 2 | 2.08 | -2629.48291 |
| 3 | 1.47 | -2629.57497 |
| 4 | 8.67 | -4421.54402 |